(1)
DFT (wB97M-V/def2-TZVPD) results for the molecule C3H4OS at a distorted geometry.

LUMO energy (Ha): 0.0202
Multiplicity: 1
Gap between HOMO and LUMO (eV): 9.85
SMILES: O=C1C[C@@H]1S

```
9
Properties=species:S:1:pos:R:3:nbo_charge:R:1
C -0.42 1.14 1.10 0.5902
C -1.23 0.41 0.12 -0.5282
C 0.41 0.16 0.34 -0.5185
O -0.33 2.00 1.92 -0.4653
S 0.67 -1.33 1.22 0.0425
H -1.66 -0.56 0.48 0.2586
H -1.55 1.05 -0.75 0.2577
H 0.98 0.28 -0.63 0.2518
H 1.57 -0.89 1.98 0.1114
```

***

(2)
DFT (wB97M-V/def2-TZVPD) results for a cluster of 2 separate species, C11H15N in total at a distorted geometry.

LUMO energy (Ha): 0.0319
Multiplicity: 1
Gap between HOMO and LUMO (eV): 8.66
SMILES: Cc1c[nH]c2ccccc12.CC

```
27
Properties=species:S:1:pos:R:3:nbo_charge:R:1
C -1.96 -1.28 1.51 -0.6287
C -0.78 0.69 0.80 -0.0793
C -1.94 -0.12 0.70 -0.1066
C -0.99 1.82 -0.16 0.1575
C -2.74 0.54 -0.20 -0.0177
C 0.39 0.70 1.60 -0.2104
C 1.31 1.67 1.45 -0.2247
C 1.13 2.74 0.56 -0.2323
C 0.06 2.85 -0.29 -0.2389
N -2.19 1.60 -0.85 -0.5491
H 0.59 -0.11 2.25 0.2062
H 2.24 1.72 2.07 0.2080
H 2.01 3.39 0.74 0.2188
H -2.93 -1.78 1.58 0.2264
H -1.38 -1.06 2.43 0.2233
H -3.67 0.19 -0.54 0.1940
H -2.41 1.79 -1.84 0.4245
H -0.02 3.53 -1.11 0.2136
H -1.29 -2.13 1.08 0.2155
C 2.18 -2.54 -1.98 -0.6106
C 1.48 -1.68 -0.99 -0.6094
H 3.15 -2.78 -1.69 0.2044
H 1.60 -3.45 -2.26 0.1973
H 2.32 -1.99 -2.82 0.2028
H 0.49 -2.03 -0.90 0.2057
H 1.59 -0.60 -1.29 0.2134
H 1.77 -1.69 0.17 0.1961
```

***

(3)
DFT (wB97M-V/def2-TZVPD) results for a cluster of 2 separate species, C14H22BrCl3O5 in total at a distorted geometry.

LUMO energy (Ha): 0.0151
Multiplicity: 1
Gap between HOMO and LUMO (eV): 10.59
SMILES: CC(=O)OCCCCC[C@@]1(CCCBr)COC(=O)O1.ClC(Cl)Cl

```
45
Properties=species:S:1:pos:R:3:nbo_charge:R:1
C 3.35 2.02 1.27 -0.7211
C 3.75 1.59 -0.11 0.8015
O 4.78 1.88 -0.66 -0.6005
O 2.79 0.86 -0.71 -0.5233
C 3.13 0.28 -1.98 -0.0718
C 2.16 -0.85 -2.27 -0.4140
C 2.16 -1.97 -1.22 -0.4189
C 0.91 -2.88 -1.26 -0.4003
C -0.17 -2.68 -0.19 -0.4059
C -0.67 -1.28 0.15 0.2429
C -1.17 -0.53 -1.13 -0.4433
C -2.68 -0.27 -1.32 -0.4378
C -3.27 0.95 -0.59 -0.4260
Br -4.89 0.53 0.42 -0.0226
C -1.66 -1.33 1.31 -0.1057
O -1.46 -0.05 1.94 -0.5023
C -0.19 0.33 1.66 0.9729
O 0.32 1.28 2.15 -0.5871
O 0.38 -0.49 0.78 -0.5056
H 4.26 2.23 1.85 0.2324
H 2.74 1.25 1.76 0.2507
H 2.74 2.92 1.21 0.2456
H 4.17 -0.06 -1.96 0.1972
H 3.06 1.06 -2.76 0.1895
H 1.15 -0.44 -2.43 0.1984
H 2.46 -1.28 -3.24 0.2098
H 3.03 -2.60 -1.44 0.2058
H 2.31 -1.56 -0.22 0.2290
H 0.48 -2.86 -2.27 0.1980
H 1.26 -3.92 -1.12 0.2194
H -1.08 -3.23 -0.51 0.2180
H 0.17 -3.16 0.74 0.2146
H -0.85 -1.12 -1.99 0.2233
H -0.62 0.42 -1.17 0.2326
H -3.27 -1.17 -1.10 0.2193
H -2.81 -0.11 -2.40 0.2242
H -3.60 1.72 -1.29 0.2280
H -2.59 1.39 0.13 0.2214
H -1.37 -2.11 2.02 0.1908
H -2.71 -1.47 1.05 0.2197
C -3.22 3.28 3.34 -0.2855
Cl -4.39 2.07 3.85 0.0220
Cl -3.91 4.36 2.12 0.0089
Cl -2.61 4.20 4.71 0.0201
H -2.38 2.77 2.89 0.2354
```

***

(4)
DFT (wB97M-V/def2-TZVPD) results for a cluster of 2 separate species, C3H9NO in total at a distorted geometry.

LUMO energy (spin up / spin down) (Ha): -0.1339 / -0.3219
Multiplicity: 2
Gap between HOMO and LUMO (spin up / spin down) (eV): 9.86 / 4.75
Total charge: +1

```
14
Properties=species:S:1:pos:R:3:nbo_charge:R:1
O -3.28 -0.59 0.79 -0.4723
C -2.48 -0.49 1.68 0.2846
H -1.50 -0.05 1.39 0.0508
H -2.61 -0.79 2.72 0.1427
C 0.23 -0.70 -0.99 -0.4969
N 1.56 -0.16 -0.80 -0.0721
C 1.65 1.14 -0.12 -0.4739
H 0.02 -1.73 -0.69 0.3080
H -0.51 -0.13 -0.44 0.2561
H 0.03 -0.72 -2.06 0.2681
H 1.91 -0.02 -1.75 0.4120
H 1.12 1.09 0.83 0.2432
H 1.19 1.86 -0.80 0.2774
H 2.67 1.29 0.24 0.2725
```

***

(5)
DFT (wB97M-V/def2-TZVPD) results for the ion C5H8N with charge +1 at a distorted geometry.

LUMO energy (spin up / spin down) (Ha): -0.1626 / -0.2888
Multiplicity: 3
Gap between HOMO and LUMO (spin up / spin down) (eV): 6.68 / 8.11
Total charge: +1

```
14
Properties=species:S:1:pos:R:3:nbo_charge:R:1
C -1.71 1.51 0.43 0.0511
C 1.79 1.27 -0.52 -0.2382
C 1.31 0.14 0.06 0.0432
C -0.22 -0.39 -0.08 0.2658
C -0.58 -1.79 -0.18 -0.6901
N -1.08 0.49 0.20 -0.2729
H -2.16 1.68 1.38 0.2241
H -1.82 2.14 -0.35 0.2038
H 1.20 1.83 -1.22 0.1934
H 2.77 1.69 -0.31 0.2210
H 1.87 -0.43 0.67 0.1989
H -1.67 -1.87 -0.35 0.2614
H -0.40 -2.35 0.69 0.2708
H 0.03 -2.39 -0.90 0.2678
```

***

(6)
DFT (wB97M-V/def2-TZVPD) results for a cluster of 2 separate species, CH7NO in total at a distorted geometry.

LUMO energy (Ha): 0.0379
Multiplicity: 1
Gap between HOMO and LUMO (eV): 10.27
SMILES: NO.C

```
10
Properties=species:S:1:pos:R:3:nbo_charge:R:1
C -1.76 -0.09 0.04 -0.8478
H -2.62 -0.16 -0.58 0.2090
H -1.48 0.96 0.14 0.2190
H -0.93 -0.69 -0.14 0.2043
H -2.18 -0.27 1.06 0.2111
H 1.17 -1.10 -0.65 0.4569
H 2.33 0.84 0.76 0.3392
H 2.09 0.84 -0.83 0.3249
N 1.70 0.56 0.06 -0.5353
O 1.68 -0.88 0.15 -0.5812
```

***

Across the entries above, ΔE to the lowest compared entry with this formula, charge and spin takes the values 2.131, 2.247, 0.000, 2.456, 3.068, 2.048 eV, respectively.
Across the entries above, E_tot takes the values -590.0463, -482.8326, -4877.4778, -249.3020, -249.5833, -172.2029 a.u., respectively.